{
  "formula": "C50H132F6LiN13O16S2",
  "method": "the ωB97M-V functional and the def2-TZVPD basis",
  "symbols": ["Li", "C", "F", "F", "F", "S", "O", "O", "N", "S", "O", "O", "C", "F", "F", "F", "C", "C", "C", "O", "C", "N", "H", "H", "H", "H", "H", "H", "H", "H", "H", "H", "H", "C", "C", "C", "O", "C", "N", "H", "H", "H", "H", "H", "H", "H", "H", "H", "H", "H", "C", "C", "C", "O", "C", "N", "H", "H", "H", "H", "H", "H", "H", "H", "H", "H", "H", "C", "C", "C", "O", "C", "N", "H", "H", "H", "H", "H", "H", "H", "H", "H", "H", "H", "C", "C", "C", "O", "C", "N", "H", "H", "H", "H", "H", "H", "H", "H", "H", "H", "H", "C", "C", "C", "O", "C", "N", "H", "H", "H", "H", "H", "H", "H", "H", "H", "H", "H", "C", "C", "C", "O", "C", "N", "H", "H", "H", "H", "H", "H", "H", "H", "H", "H", "H", "C", "C", "C", "O", "C", "N", "H", "H", "H", "H", "H", "H", "H", "H", "H", "H", "H", "C", "C", "C", "O", "C", "N", "H", "H", "H", "H", "H", "H", "H", "H", "H", "H", "H", "C", "C", "C", "O", "C", "N", "H", "H", "H", "H", "H", "H", "H", "H", "H", "H", "H", "C", "C", "C", "O", "C", "N", "H", "H", "H", "H", "H", "H", "H", "H", "H", "H", "H", "C", "C", "C", "O", "C", "N", "H", "H", "H", "H", "H", "H", "H", "H", "H", "H", "H"],
  "xyz": [[0.768350, -0.841496, -2.659702], [-0.688390, 2.095644, -0.503472], [-0.564120, 2.535314, -1.775902], [0.455220, 2.321754, 0.238748], [-1.703530, 2.686254, 0.136978], [-1.025120, 0.173404, -0.388862], [-1.533430, -0.080206, 0.951738], [-1.962320, -0.098086, -1.466132], [0.558620, -0.537596, -0.807042], [1.190520, -0.907706, 0.555508], [1.180470, 0.115634, 1.562778], [0.878010, -2.242966, 1.044278], [3.023560, -1.069466, -0.017432], [3.842360, -1.099846, 1.109258], [3.104470, -2.131476, -0.774552], [3.301880, 0.027914, -0.777172], [-0.655920, -2.184276, 4.448888], [-0.196610, -3.541886, 4.973638], [1.184250, -3.475566, 5.647228], [2.232550, -3.033526, 4.777398], [2.543820, -3.850456, 3.634568], [-1.218090, -3.909176, 5.942088], [-0.165300, -1.984746, 3.496218], [-0.477920, -1.342076, 5.117548], [-1.726530, -2.146576, 4.247688], [-0.223570, -4.307986, 4.198738], [1.544130, -4.451876, 5.971918], [1.040720, -2.824486, 6.509548], [1.718350, -4.442216, 3.238938], [3.243310, -4.599746, 4.005208], [3.018580, -3.188786, 2.910068], [-0.906320, -4.728666, 6.443428], [-1.388070, -3.098336, 6.519788], [6.063620, -2.444996, -1.469892], [7.369900, -2.359166, -0.697662], [7.037910, -2.173486, 0.835048], [8.269290, -2.097916, 1.560568], [8.135320, -2.029486, 2.941638], [8.135420, -3.586516, -0.799952], [6.161150, -2.408186, -2.554902], [5.486350, -1.565606, -1.184352], [5.417360, -3.286846, -1.221432], [8.020660, -1.532716, -0.983332], [6.377910, -2.940356, 1.240528], [6.452490, -1.258186, 0.922268], [9.093940, -2.227426, 3.421188], [7.455170, -2.815216, 3.270438], [7.846850, -1.031646, 3.272078], [8.767840, -3.491506, -0.018212], [7.509610, -4.327376, -0.517842], [-4.780060, 3.394444, 1.028178], [-6.086220, 4.127894, 1.316408], [-6.632550, 4.855704, 0.021648], [-7.066480, 3.918364, -0.984192], [-7.327500, 4.482404, -2.206092], [-7.114750, 3.200974, 1.622688], [-4.345950, 3.101494, 1.984118], [-4.167740, 4.189924, 0.603468], [-4.883480, 2.556314, 0.339018], [-5.910310, 4.871494, 2.093708], [-5.836460, 5.418774, -0.465492], [-7.428520, 5.562694, 0.255518], [-7.871130, 5.412264, -2.038952], [-8.026250, 3.887004, -2.793762], [-6.458800, 4.520184, -2.863392], [-6.807670, 2.396914, 2.151168], [-7.542970, 2.878754, 0.766598], [-4.083560, 2.987104, -2.684102], [-3.789770, 2.811144, -4.174732], [-4.795910, 3.503724, -5.091622], [-4.508980, 4.851004, -4.974912], [-5.509010, 5.741524, -5.399662], [-2.428730, 3.339774, -4.391152], [-4.168690, 4.037414, -2.405342], [-3.214130, 2.605154, -2.149022], [-4.943390, 2.427344, -2.316072], [-3.769160, 1.733294, -4.335692], [-5.814670, 3.202764, -4.847412], [-4.682130, 3.144874, -6.114552], [-6.480940, 5.529264, -4.954252], [-5.610130, 5.618184, -6.477932], [-5.248160, 6.765174, -5.130982], [-2.591290, 4.316024, -4.592672], [-1.955550, 3.337074, -3.498862], [-1.360340, -2.772096, -3.956172], [-1.166750, -1.565976, -4.858732], [-2.352040, -1.399926, -5.812512], [-2.663410, -2.363236, -6.822942], [-1.592880, -3.017756, -7.476692], [-0.796270, -0.456356, -4.047002], [-0.592550, -2.881726, -3.190292], [-1.469840, -3.674656, -4.557412], [-2.296760, -2.657346, -3.410222], [-0.203470, -1.731596, -5.341182], [-2.222490, -0.493556, -6.403952], [-3.235260, -1.205446, -5.204072], [-1.961150, -3.803876, -8.135852], [-1.015430, -3.660816, -6.812532], [-0.865050, -2.459766, -8.065772], [-0.449730, 0.296344, -4.624472], [-1.561090, -0.170466, -3.452522], [-5.255180, -1.058936, 2.920198], [-5.622690, -0.252906, 1.706768], [-5.135400, -0.873296, 0.369318], [-5.713560, -0.070396, -0.676452], [-5.562200, -0.489296, -2.030152], [-7.088870, -0.098446, 1.703068], [-4.188820, -1.269356, 3.002018], [-5.782740, -2.010196, 2.990118], [-5.461500, -0.569696, 3.872128], [-5.326240, 0.794624, 1.760608], [-5.474170, -1.900186, 0.232138], [-4.050620, -0.878406, 0.262908], [-6.263530, 0.094254, -2.626562], [-5.845420, -1.517726, -2.254252], [-4.594750, -0.336666, -2.508532], [-7.402390, 0.425934, 0.898808], [-7.455520, -1.019196, 1.508378], [4.989570, -5.940446, 2.003558], [4.540980, -6.290996, 0.561298], [3.083610, -5.672596, 0.189898], [2.177140, -6.376776, 1.121848], [0.805530, -6.041426, 0.997268], [5.506080, -5.781006, -0.352572], [4.241480, -6.142036, 2.770248], [5.264610, -4.889366, 2.091268], [5.912560, -6.487806, 2.194798], [4.521670, -7.357106, 0.335198], [2.867560, -5.865336, -0.860942], [2.958880, -4.589946, 0.210048], [0.544260, -6.414996, 0.007178], [0.721790, -4.956716, 1.064258], [0.212050, -6.598136, 1.722498], [5.171040, -5.876566, -1.300582], [6.375780, -6.279396, -0.228812], [-0.052910, 3.861654, 6.525328], [0.217950, 2.549634, 5.859858], [-0.387820, 2.217294, 4.540098], [-1.826800, 2.099024, 4.694918], [-2.525660, 1.354884, 3.750038], [1.665400, 2.502754, 5.760858], [0.516420, 4.714764, 6.156298], [0.222130, 3.866374, 7.580048], [-1.126700, 4.036584, 6.458418], [-0.139040, 1.767994, 6.530458], [-0.018160, 1.239954, 4.229868], [-0.062570, 2.950384, 3.801938], [-3.587860, 1.310154, 3.990538], [-2.205940, 0.315084, 3.818518], [-2.343880, 1.826144, 2.784138], [2.198650, 2.867724, 6.537088], [1.724560, 1.494484, 5.763968], [3.718870, 3.602844, -2.166422], [2.193500, 3.694534, -2.083812], [1.712180, 5.017944, -1.386042], [2.110240, 6.190384, -2.128792], [1.823820, 7.450294, -1.472372], [1.769160, 3.682374, -3.483742], [4.191120, 4.496474, -2.574472], [3.967400, 2.659954, -2.653552], [4.161010, 3.631594, -1.170532], [1.682840, 2.834034, -1.651512], [2.097960, 5.084384, -0.368762], [0.626160, 4.975874, -1.303052], [0.907700, 7.434764, -0.881962], [1.829160, 8.348764, -2.089472], [2.602160, 7.576574, -0.719812], [2.465960, 4.088744, -4.091542], [1.102170, 4.436414, -3.565242], [3.179770, 2.916404, 2.432208], [3.906090, 4.084564, 3.127048], [4.456430, 4.995384, 1.933438], [5.765030, 4.607274, 1.466608], [6.317180, 5.343544, 0.448908], [2.949400, 4.851924, 3.877298], [2.240410, 3.245224, 1.987708], [2.892160, 2.155514, 3.157758], [3.765820, 2.531284, 1.597738], [4.675010, 3.702124, 3.798318], [4.651330, 5.989644, 2.335388], [3.654200, 5.166984, 1.215748], [7.333950, 5.076674, 0.160708], [6.188900, 6.419044, 0.571218], [5.805810, 5.097544, -0.481732], [3.381230, 5.438614, 4.576888], [2.401400, 4.190504, 4.408638], [-4.668340, -5.159556, 2.443538], [-3.287020, -4.742816, 2.839518], [-2.585240, -3.970436, 1.763298], [-2.482100, -4.670146, 0.505118], [-2.086220, -3.818906, -0.551982], [-3.419180, -4.067966, 4.112458], [-5.215710, -5.669406, 3.236348], [-4.692680, -5.878156, 1.624328], [-5.233230, -4.276386, 2.145188], [-2.607860, -5.580876, 2.996048], [-1.588610, -3.749066, 2.145158], [-3.211670, -3.085386, 1.652068], [-2.909750, -3.123016, -0.712062], [-1.851240, -4.349136, -1.474882], [-1.237750, -3.195756, -0.269352], [-3.881510, -4.729306, 4.719908], [-2.511430, -3.930616, 4.533448], [3.801980, 0.585074, -5.097242], [2.671790, -0.202346, -4.522312], [3.049470, -1.605746, -4.040492], [1.937360, -2.272086, -3.451152], [2.157040, -3.667626, -3.167462], [2.121200, 0.514564, -3.383522], [4.701350, 0.451474, -4.496092], [3.529590, 1.636194, -5.192332], [4.041290, 0.336974, -6.131302], [1.899340, -0.400286, -5.265442], [3.881900, -1.511806, -3.343112], [3.521570, -2.138636, -4.865862], [2.456200, -3.884016, -2.141902], [2.909470, -4.143996, -3.795972], [1.246970, -4.167756, -3.498722], [2.794510, 0.603544, -2.635972], [1.975060, 1.492624, -3.588832]],
  "forces_ev_per_angstrom": [[-0.1, 0.0, -0.8], [0.8, -1.0, 1.6], [-0.2, -0.4, 1.5], [-1.6, 0.2, -1.6], [0.6, -0.1, -1.0], [-0.5, -0.2, -0.4], [1.2, 0.3, -1.7], [1.1, 0.2, 0.5], [-4.2, 1.9, 0.2], [2.8, -2.0, 3.4], [0.2, 0.2, -0.5], [0.1, 0.6, -0.8], [-1.6, 1.8, 1.9], [-1.1, -0.2, -2.5], [0.9, -0.6, 0.0], [0.7, -0.8, 0.9], [0.4, 0.1, -1.2], [-0.4, 0.7, 0.5], [0.4, -0.6, -1.6], [-0.7, 1.1, -0.1], [0.1, -0.2, 1.6], [0.4, -0.5, 0.1], [0.1, 0.3, 0.0], [0.4, -0.1, 0.3], [0.0, -0.3, 0.0], [0.1, 0.1, -0.3], [-0.6, -0.5, 0.5], [0.7, 0.3, -0.1], [-0.3, 0.5, -0.3], [0.4, -0.1, -0.3], [-0.2, -0.2, -0.1], [-0.3, 0.1, 0.6], [-0.1, -0.3, 0.6], [-0.3, 1.0, 0.0], [-0.7, -1.0, 1.8], [0.2, 1.2, -0.8], [-0.2, -0.1, -1.3], [0.1, -0.2, 0.5], [0.4, -0.1, -0.3], [0.4, -0.1, 0.0], [-0.1, 0.2, -0.2], [0.5, -0.3, 0.2], [-0.3, 0.2, -0.2], [0.1, -0.6, -0.2], [0.1, 0.5, 0.3], [0.2, -0.1, -0.3], [-0.3, 0.2, 0.4], [-0.5, 0.0, 0.1], [0.7, -0.4, 0.0], [-0.2, -0.3, -0.1], [0.2, 1.4, 0.1], [-0.4, -0.5, -2.5], [1.1, -0.1, -0.2], [0.3, -1.0, 1.9], [-0.9, 0.3, -0.9], [-1.5, -0.5, 1.1], [0.1, -0.3, -0.1], [0.8, -0.4, -0.2], [-0.1, 0.1, 0.0], [-0.2, 0.2, 0.0], [0.3, 0.3, 0.3], [-0.3, -0.1, 0.1], [0.4, 0.6, -0.5], [-0.2, -0.5, 0.4], [0.4, 0.7, 0.2], [0.0, 0.0, 0.1], [0.0, -0.2, 0.1], [-0.2, -0.1, 0.1], [0.4, -0.3, 1.2], [0.6, -1.3, -0.1], [-0.3, 1.2, 0.6], [-0.2, -0.3, -0.5], [-0.4, 0.0, -0.7], [-0.2, 0.1, -0.1], [-0.1, -0.2, 0.2], [-0.2, 0.1, 0.0], [-0.2, -0.1, -0.5], [-0.3, 0.4, 0.5], [0.3, 0.1, -0.4], [-0.1, -0.2, 0.2], [-0.2, 0.4, -0.2], [0.3, -0.2, -0.1], [0.4, 0.3, -0.2], [0.2, -0.1, 0.0], [-0.9, -0.1, 0.0], [1.3, -2.1, -0.2], [0.4, 1.3, -1.0], [0.3, -0.8, 0.4], [0.3, -1.3, 0.3], [-0.3, 0.9, 0.6], [0.2, 0.0, -0.3], [0.2, -0.1, 0.1], [-0.2, 0.0, 0.1], [-0.2, -0.5, -1.1], [0.4, 0.6, 0.3], [-0.3, -0.5, -0.1], [-0.8, 0.5, -0.3], [0.3, 0.3, 0.7], [-0.3, 0.8, 0.1], [-0.3, 0.5, 0.1], [-0.1, 0.5, 0.1], [0.8, -0.2, 0.8], [-1.1, 0.3, -0.9], [-0.1, 0.7, -0.4], [0.3, -0.2, -0.5], [-0.5, 0.2, -0.1], [-0.2, -0.6, 0.0], [0.1, -0.2, -0.4], [0.0, -0.1, -0.3], [-0.4, 0.4, -0.2], [0.9, -0.2, 0.0], [-0.2, -0.3, 0.3], [0.2, 0.1, 0.2], [-0.1, 0.3, 0.2], [0.0, -0.4, 0.6], [0.5, 0.2, 0.6], [0.3, 0.3, -0.2], [-0.4, -0.4, 0.3], [-0.1, -0.3, -0.7], [-2.0, 1.2, 0.4], [0.5, -2.0, 1.7], [1.6, 0.7, -0.6], [0.9, -0.2, -1.1], [0.8, 1.4, -0.6], [0.1, -0.3, -0.2], [-0.2, 0.1, -0.3], [0.0, -0.2, 0.3], [-0.9, -0.3, 0.9], [-0.3, -0.8, -0.3], [0.4, 0.3, 0.9], [-0.8, 0.4, -0.2], [-0.6, 0.1, 0.1], [0.2, 0.3, 0.2], [0.3, -0.2, -0.2], [0.1, -0.1, -0.3], [-1.5, 0.8, 0.2], [0.6, 1.0, 1.9], [-1.4, -0.4, -0.6], [1.0, 1.3, 1.4], [0.5, -0.3, -0.2], [0.2, -1.8, -1.2], [-0.2, -0.1, -0.7], [-0.1, -0.5, 0.2], [0.0, 0.5, 0.1], [-0.2, -0.1, 0.3], [0.3, -0.2, -0.2], [-0.4, 0.2, -0.4], [0.0, 0.6, 0.1], [0.3, -0.2, -0.6], [-0.3, -0.6, -0.5], [-0.5, 0.0, 0.3], [1.7, -0.3, -0.2], [-0.1, -0.2, 1.8], [0.9, 1.9, -0.8], [0.3, -0.1, -0.2], [-0.6, 0.1, -0.3], [0.6, -1.1, 1.2], [-0.9, 0.6, -0.8], [-0.4, -0.1, -0.8], [0.4, 0.3, -0.2], [0.0, -0.6, 0.3], [0.6, 0.2, 0.6], [0.2, -0.1, 0.2], [-0.3, 0.1, -0.1], [-0.4, -0.2, -0.3], [0.0, -0.6, -0.6], [0.2, 0.2, 0.1], [0.7, -0.2, 0.1], [-1.0, -0.2, -0.2], [-0.1, 0.2, 0.4], [0.2, 0.0, -2.4], [1.3, 0.8, 2.1], [-0.8, -1.7, 1.1], [-0.8, 0.4, -1.8], [-0.7, 0.4, 0.2], [-0.1, 0.4, 0.0], [0.2, -0.3, -0.2], [0.2, -0.3, 0.3], [0.6, 0.0, -0.5], [-0.3, 0.4, 0.4], [0.2, -0.6, -0.6], [0.3, -0.1, 1.0], [0.3, 0.3, 0.3], [-0.5, 0.2, -0.4], [0.3, 0.2, -0.1], [-0.4, -0.2, 0.1], [-0.6, -0.8, -0.8], [0.2, -1.8, 0.1], [-0.3, 0.6, -0.4], [0.1, -0.5, 0.8], [-0.4, 0.8, 0.7], [0.1, 0.9, -0.4], [0.1, 0.2, 0.3], [0.2, 0.2, -0.3], [-0.1, 0.0, 0.0], [-0.2, -0.9, -0.1], [0.2, 0.5, -0.3], [0.4, 0.7, -0.4], [-0.1, 0.2, -0.5], [-0.2, -0.4, 0.3], [0.4, -0.1, 0.1], [-0.1, 0.1, 0.2], [-0.1, 0.0, 0.3], [0.7, 0.0, -1.2], [-0.5, -0.7, 0.6], [1.2, 0.6, -0.1], [0.7, -0.2, -0.3], [-0.3, -0.2, -0.8], [-0.6, 0.0, 0.7], [0.1, 0.3, 0.1], [0.0, 0.1, 0.5], [0.1, -0.5, 0.0], [-0.3, 0.5, -0.1], [0.0, 0.0, 0.6], [-0.5, -0.5, -0.3], [-0.4, 0.3, 0.1], [0.4, 0.6, -0.3], [-0.2, -0.1, 0.7], [0.4, -0.5, 0.1], [-0.7, 0.4, -0.6]],
  "lowdin_charge": [0.53, -0.55, 0.12, 0.08, 0.14, 0.72, -0.28, -0.32, -0.35, 0.52, -0.29, -0.31, -0.58, 0.10, 0.13, 0.08, -0.05, -0.43, -0.18, -0.19, -0.07, 0.02, 0.07, 0.08, 0.06, 0.12, 0.12, 0.12, 0.07, 0.07, 0.09, 0.09, 0.09, -0.07, -0.40, -0.18, -0.20, -0.12, 0.04, 0.08, 0.05, 0.05, 0.14, 0.11, 0.11, 0.09, 0.09, 0.09, 0.06, 0.03, -0.07, -0.41, -0.15, -0.21, -0.14, 0.04, 0.07, 0.07, 0.07, 0.13, 0.11, 0.12, 0.10, 0.09, 0.06, 0.05, 0.06, -0.06, -0.39, -0.22, -0.20, -0.09, 0.05, 0.09, 0.05, 0.07, 0.12, 0.12, 0.12, 0.08, 0.09, 0.10, 0.06, 0.03, -0.04, -0.45, -0.16, -0.16, -0.12, 0.02, 0.06, 0.09, 0.08, 0.13, 0.12, 0.12, 0.09, 0.07, 0.09, 0.09, 0.05, -0.07, -0.41, -0.16, -0.20, -0.11, 0.04, 0.06, 0.07, 0.08, 0.10, 0.12, 0.09, 0.08, 0.08, 0.06, 0.06, 0.07, -0.04, -0.39, -0.12, -0.22, -0.10, 0.01, 0.06, 0.06, 0.07, 0.13, 0.10, 0.10, 0.09, 0.07, 0.09, 0.08, 0.08, -0.06, -0.47, -0.16, -0.18, -0.11, 0.04, 0.08, 0.08, 0.08, 0.14, 0.12, 0.13, 0.08, 0.07, 0.08, 0.08, 0.08, -0.04, -0.40, -0.17, -0.20, -0.08, 0.03, 0.09, 0.06, 0.06, 0.09, 0.10, 0.11, 0.08, 0.09, 0.08, 0.07, 0.07, -0.06, -0.40, -0.16, -0.18, -0.15, 0.03, 0.06, 0.06, 0.07, 0.13, 0.11, 0.10, 0.09, 0.09, 0.06, 0.07, 0.02, -0.06, -0.47, -0.18, -0.17, -0.10, 0.06, 0.08, 0.08, 0.07, 0.13, 0.11, 0.11, 0.08, 0.08, 0.07, 0.07, 0.00, -0.04, -0.42, -0.18, -0.25, -0.05, 0.02, 0.09, 0.08, 0.08, 0.13, 0.11, 0.14, 0.07, 0.10, 0.09, 0.06, 0.04],
  "fmax_ev_per_a": 4.80,
  "energy_ev": -144293.8908,
  "homo_lumo_gap_ev": 8.323,
  "molar_mass_g_mol": 1356.74
}